# 1
18
Properties=species:S:1:pos:R:3:forces:R:3 method="wB97M-V/def2-TZVPD" e_homo_ev=-9.59 multiplicity=1 de_lowest_kcal_mol=56.8 total_energy_ev=-14539.5207 smiles="C[C@@H]1OCC(=O)[C@H](O)C1=O" total_charge=0
O 2.4199 0.1057 0.5126 2.77 -0.71 0.99
O 1.6717 -1.9570 -1.2291 -0.87 0.49 0.34
O -1.0353 -2.2532 -1.8038 -1.09 -0.77 -0.51
O -0.7938 1.1074 -0.5949 0.30 -1.46 0.97
C 1.3308 0.1035 0.1084 -5.41 0.31 -2.37
C -1.4926 -0.1544 -0.5566 -0.69 -0.32 0.74
C -0.7200 -1.2582 -1.2526 2.15 1.58 2.10
C 0.7561 -0.8769 -1.0674 2.64 0.44 -1.71
C -0.3954 1.1030 1.8084 0.85 -0.60 1.24
C 0.2423 1.1474 0.4625 0.03 1.45 -2.01
H 0.6645 2.1785 0.2982 -0.07 -1.06 0.22
H -1.5770 -0.5123 0.5310 -0.25 0.29 -1.70
H 0.3634 1.4400 2.5895 -1.11 -0.98 -0.76
H -0.9208 0.1320 1.9734 1.03 0.69 0.65
H -2.4830 -0.0645 -0.9873 -0.21 0.37 0.08
H 0.8372 -0.2497 -2.0572 0.12 -0.35 1.64
H 2.3114 -1.8103 -0.5251 0.44 -0.23 -0.01
H -1.1796 1.8191 1.7900 -0.65 0.87 0.09


# 2
79
Properties=species:S:1:pos:R:3:forces:R:3 method="wB97M-V/def2-TZVPD" e_homo_ev=-10.32 multiplicity=1 de_lowest_kcal_mol=15.3 total_energy_ev=-91296.8364 total_charge=+1
S 4.3441 2.4733 1.5724 -1.71 -1.07 -0.57
S 0.3010 -0.1533 -3.1672 -0.27 -0.60 -0.95
S 4.0373 -2.0790 1.2726 0.82 -0.71 -0.74
S 1.4035 -5.8435 -1.8055 0.20 0.61 0.17
S -5.5979 0.2832 -0.0181 -0.24 0.36 0.13
O 1.3817 -0.9159 -2.4592 -0.29 0.08 -0.14
O 0.4540 0.6015 2.0225 0.93 0.66 2.37
O 3.5536 -1.2320 2.4142 -1.07 0.38 1.20
O 3.9588 1.4180 2.6085 -0.72 -0.63 1.87
O -6.4145 -0.9307 -0.2493 0.37 -0.21 -0.05
O 1.1611 -7.1921 -2.3599 -0.18 0.20 0.00
N -1.7774 1.7996 3.3962 -1.27 0.67 -0.35
N -0.3317 3.5332 -0.4011 -0.26 1.60 -1.09
C -3.2459 2.8225 4.7141 -1.41 0.04 0.08
C -2.5608 1.6537 4.5154 0.96 0.39 0.92
C -4.8896 0.1817 1.6511 -0.17 0.50 -0.22
C -1.1176 -1.2508 -3.4844 -0.72 0.46 0.47
C 3.7666 -3.8241 1.6529 -0.24 -0.31 0.31
C -0.0400 -0.0273 0.9030 0.44 -1.37 -1.08
C -0.0112 4.8087 0.0106 0.12 -0.42 1.12
C 2.8065 -2.0059 -0.0110 -1.10 0.80 0.18
C 0.7819 -0.0317 -4.9178 0.85 0.70 -0.37
C 0.6502 -4.5803 -2.8602 0.19 0.32 -0.23
C -0.1506 5.7045 -1.0144 0.61 -0.66 1.11
C 2.7751 2.5682 0.6670 0.39 0.92 -0.17
C -0.5135 4.9344 -2.1352 -0.35 0.36 -0.97
C 5.1560 1.5093 0.3097 1.64 0.13 -0.11
C -0.7066 3.6474 -1.7393 0.41 -1.30 0.89
C -2.1700 2.9828 2.7904 0.83 -0.07 -0.18
C 0.1995 -5.5949 -0.4652 -0.44 -0.48 -0.24
C -4.0930 0.2011 -1.0325 0.65 0.06 0.61
C -0.9028 -1.2874 1.0098 0.34 -0.26 -0.13
C -3.0747 3.6407 3.5805 0.98 -0.27 -0.63
Be 2.2229 0.3155 3.6881 0.66 -0.04 -5.12
H 4.4806 -4.2370 2.3632 0.05 0.49 0.22
H -0.4117 2.7275 0.1914 -0.03 -0.02 -0.06
H 0.3135 4.9496 1.0308 -0.13 0.22 0.01
H -1.7971 -1.1266 1.6091 0.01 -0.15 0.04
H -1.7434 -1.2094 -2.5909 0.04 -0.05 0.05
H 5.5581 2.1532 -0.4779 -0.79 0.24 -0.22
H -1.0401 1.1951 3.0573 -0.06 -0.14 -0.19
H 1.2744 -4.2574 -3.6936 0.29 -0.49 0.03
H 2.8949 3.3279 -0.1072 -0.24 0.00 -0.04
H -0.9726 -2.3008 -3.7313 0.74 0.12 -0.06
H -1.7307 3.3282 1.8687 0.05 -0.13 -0.03
H 2.5978 -0.9666 -0.2683 0.39 0.09 0.11
H 3.0109 -2.4843 -0.9661 0.38 -0.41 0.30
H -3.9330 3.0758 5.5064 0.11 -0.35 0.18
H 0.2550 0.6894 -5.5475 -0.84 -0.13 0.56
H 0.4492 -6.3240 0.3032 -0.05 0.06 0.06
H -3.3907 -0.5899 -0.7570 -0.47 -0.45 -0.03
H -0.6945 0.6472 0.3212 0.04 0.60 0.49
H 1.7675 0.4405 -4.9321 0.26 -0.51 0.29
H 4.5394 0.6936 -0.0515 -0.11 0.11 -0.02
H -3.5058 1.1092 -0.8666 -0.39 0.30 -0.14
H -0.3677 -2.1897 1.3204 0.12 0.25 0.61
H 0.7398 -0.2575 0.1642 0.17 0.07 0.10
H 6.1156 1.1383 0.6809 -0.34 -0.31 0.58
H -2.4531 0.8333 5.2064 0.05 -0.13 -0.17
H -4.1295 -0.5867 1.7712 -0.06 -0.06 -0.03
H -0.5445 5.3083 -3.1466 -0.44 -0.10 0.00
H -4.5324 1.1801 1.9165 0.36 -0.08 -0.12
H 3.8584 -4.4630 0.7729 -0.05 0.43 -0.32
H 1.8759 -2.3502 0.4472 -0.01 -0.29 -0.23
H -1.1735 -1.5679 -0.0134 -0.36 0.30 -0.02
H 2.5256 1.6055 0.2283 0.17 -0.10 0.13
H 0.5591 -3.6878 -2.2378 -0.33 -0.05 0.03
H 0.1246 -4.5887 -0.0541 0.49 0.07 -0.09
H 2.7506 -3.9119 2.0411 0.02 -0.03 0.07
H -0.7812 -5.8293 -0.8847 0.01 -0.20 0.05
H 0.0239 6.7560 -0.8634 0.06 0.05 -0.48
H -0.2921 -4.9465 -3.2680 -0.14 0.04 0.27
H 0.7943 -0.9862 -5.4392 0.11 -0.15 0.29
H 2.0009 2.8582 1.3731 0.07 0.11 0.02
H -3.4500 4.6149 3.3164 -0.28 -0.03 0.31
H -4.4128 0.1268 -2.0684 0.01 -0.02 0.01
H -1.0632 2.7416 -2.2017 0.11 0.22 -0.50
H -1.6991 -0.7892 -4.2844 0.08 0.09 -0.01
H -5.7471 0.0200 2.3028 0.00 -0.32 -0.08


# 3
11
Properties=species:S:1:pos:R:3:forces:R:3 method="wB97M-V/def2-TZVPD" e_homo_ev=-9.44 multiplicity=1 de_lowest_kcal_mol=145.6 total_energy_ev=-7760.2107 total_charge=0
O 0.1486 -1.4491 -0.7667 0.10 -1.29 -1.99
N -1.6024 -0.9201 1.3766 5.91 -2.87 -0.32
C 0.4782 0.5698 0.3901 2.86 0.80 -4.75
C 1.2342 1.1734 -0.8891 1.83 -1.59 1.98
C -2.6734 -0.5020 1.3961 -1.73 0.63 0.07
C 0.7970 -0.2485 -0.6098 -2.86 1.41 4.26
H 0.8944 1.7343 -1.7131 -1.26 0.78 -0.62
H -0.2211 0.9024 1.0630 -1.14 0.60 1.38
H -0.5022 -1.3620 1.2366 -4.66 1.74 0.52
H 2.2813 1.4391 -0.6534 -0.37 -0.50 -0.55
H -0.8345 -1.3373 -0.8303 1.32 0.28 0.01